(1)
ORCA calculation (ωB97M-V/def2-TZVPD) on a cluster of 2 separate species, C4H11N2O in total at a distorted geometry.

Values from the calculation:
Multiplicity   1
Largest force on an atom   0.11344 Eh/bohr
M   103.14 g/mol
Gap between HOMO and LUMO   9.66 eV
Highest occupied orbital energy   -13.12 eV
Charge   +1
Energy above the lowest of the compared OMol25 structures with the same formula, charge and spin   98.5 kcal/mol

Geometry (Å):
O (0.052, -1.873, -0.123)
N (-2.294, -0.929, -0.098)
N (-2.095, 1.369, -0.510)
C (2.531, 1.008, 0.069)
C (-2.208, 0.443, 0.330)
C (0.773, -0.627, 0.324)
C (1.831, -0.204, -0.362)
H (3.531, 0.920, -0.472)
H (-1.337, -1.414, 0.009)
H (0.353, -2.055, -1.018)
H (-2.773, -0.898, -0.952)
H (0.386, -0.284, 1.171)
H (2.126, 1.996, -0.476)
H (-2.684, -1.560, 0.675)
H (-2.096, 2.340, -0.309)
H (-2.305, 0.427, 1.375)
H (2.032, -0.891, -1.213)
H (2.453, 1.258, 1.093)



(2)
ORCA calculation (ωB97M-V/def2-TZVPD) on a cluster of 2 separate species, C39H36N3O2 in total at a distorted geometry.

Values from the calculation:
Multiplicity   1
Largest force on an atom   0.04009 Eh/bohr
M   578.74 g/mol
Gap between HOMO and LUMO   4.05 eV
Highest occupied orbital energy   -9.87 eV
Charge   +1
Energy above the lowest of the compared OMol25 structures with the same formula, charge and spin   79.7 kcal/mol

Geometry (Å):
O (1.430, 2.958, -6.648)
O (1.622, 4.538, -5.162)
N (1.476, 3.347, -5.472)
N (-5.552, -3.049, 0.406)
N (2.274, -1.944, 0.324)
C (3.546, 0.916, 0.822)
C (1.109, 0.078, -3.747)
C (-1.541, 4.790, -0.418)
C (-0.053, 0.081, 2.970)
C (1.200, 1.023, -4.733)
C (-3.864, -1.567, -0.662)
C (3.515, -2.445, 0.961)
C (1.206, 0.439, -2.396)
C (4.229, 0.364, -1.410)
C (5.263, 1.267, -1.316)
C (-2.143, 3.843, -1.249)
C (-2.848, -0.658, -0.556)
C (-2.845, -0.957, 1.837)
C (3.348, 0.180, -0.345)
C (-0.579, 0.997, 2.052)
C (4.583, 1.817, 0.910)
C (1.405, 2.740, -3.079)
C (1.716, -4.105, 1.267)
C (-3.880, -1.839, 1.738)
C (1.290, -3.047, 0.242)
C (-1.407, 0.803, 0.888)
C (-6.873, -2.650, 0.920)
C (-5.367, -4.508, 0.385)
C (0.885, 1.922, 4.216)
C (5.436, 2.001, -0.159)
C (-0.874, 3.058, 1.071)
C (-2.144, 2.510, -0.922)
C (3.146, -3.730, 1.715)
C (1.354, 2.358, -4.409)
C (0.684, 0.551, 4.030)
C (0.403, 2.838, 3.308)
C (1.240, -0.613, -1.387)
C (-0.302, 2.372, 2.204)
C (1.344, 1.800, -2.083)
C (-1.500, 2.094, 0.248)
C (2.229, -0.782, -0.449)
C (-2.319, -0.308, 0.701)
C (-0.909, 4.409, 0.743)
C (-4.434, -2.167, 0.485)
H (-2.426, -0.211, -1.438)
H (4.081, -0.201, -2.315)
H (2.864, 0.781, 1.645)
H (1.119, -0.151, 4.721)
H (3.184, -3.565, 2.796)
H (-7.071, -3.125, 1.879)
H (3.929, -1.677, 1.619)
H (1.024, -0.964, -4.002)
H (-2.623, 4.161, -2.159)
H (4.247, -2.638, 0.172)
H (-5.627, -4.936, 1.352)
H (-4.331, -4.762, 0.165)
H (1.305, -3.448, -0.775)
H (0.289, -2.655, 0.441)
H (-0.459, 5.128, 1.405)
H (1.401, 2.098, -1.051)
H (6.244, 2.710, -0.090)
H (1.163, 0.736, -5.769)
H (-7.644, -2.952, 0.213)
H (1.682, -5.110, 0.833)
H (5.930, 1.408, -2.150)
H (-2.473, -0.686, 2.808)
H (0.556, 3.896, 3.435)
H (-4.258, -1.815, -1.633)
H (-2.637, 1.794, -1.550)
H (-6.927, -1.570, 1.053)
H (1.435, 2.269, 5.074)
H (-6.008, -4.945, -0.377)
H (3.858, -4.533, 1.496)
H (-4.306, -2.281, 2.622)
H (1.029, -4.110, 2.119)
H (4.726, 2.381, 1.816)
H (-0.205, -0.971, 2.809)
H (0.509, -1.398, -1.482)
H (-1.581, 5.833, -0.681)
H (1.503, 3.784, -2.839)



(3)
ORCA calculation (ωB97M-V/def2-TZVPD) on a cluster of 5 separate species, C27H39BN6O7P2S in total at a distorted geometry.

Values from the calculation:
Multiplicity   1
Largest force on an atom   0.05916 Eh/bohr
M   664.47 g/mol
Gap between HOMO and LUMO   7.64 eV
Highest occupied orbital energy   -7.51 eV
SMILES string   CCCCCc1c(P(=O)(O)O)ccc2c1N(B(O)OCC)c1cc(P(=N)(O)O)ccc1S2.CC#N.CC#N.CC#N.CC#N
Charge   0

Geometry (Å):
S (-1.494, 3.873, -0.597)
P (-4.781, -1.097, 1.613)
P (4.290, 2.303, 1.403)
O (5.044, 3.712, 1.682)
O (-5.036, -1.032, 3.215)
O (-3.920, -2.424, 1.250)
O (-0.460, 1.916, -2.818)
O (-0.891, -0.384, -2.523)
O (4.269, 1.562, 2.666)
O (5.193, 1.553, 0.291)
N (-6.143, -1.208, 0.866)
N (-2.217, 5.460, 1.217)
N (-1.016, -5.840, -2.314)
N (4.528, -3.290, -2.003)
N (-0.507, 0.980, -0.454)
N (-0.081, -0.033, 2.826)
C (2.478, -2.213, -0.220)
C (-2.586, 6.203, 2.015)
C (1.017, 4.360, 0.245)
C (-3.171, -4.670, -3.187)
C (2.629, 2.649, 0.753)
C (0.295, 0.956, 3.270)
C (-3.749, 2.686, 0.507)
C (-3.053, 7.144, 3.023)
C (3.740, -5.231, -3.548)
C (2.125, -4.339, 1.186)
C (0.117, -0.790, -3.452)
C (-2.569, 0.184, 0.552)
C (2.286, 4.004, 0.679)
C (0.461, -2.286, -3.276)
C (-1.838, 1.261, 0.039)
C (2.230, 0.173, 0.549)
C (4.180, -4.143, -2.688)
C (0.772, 2.218, 3.813)
C (1.771, -0.842, -0.511)
C (1.668, -2.899, 0.906)
C (0.131, 3.352, -0.108)
C (1.739, 1.610, 0.386)
C (-3.875, 0.352, 1.016)
C (-1.968, -5.327, -2.698)
C (0.451, 1.976, -0.064)
C (-4.470, 1.617, 1.011)
C (-2.450, 2.520, 0.022)
B (-0.624, 0.844, -1.944)
H (0.412, 2.370, 4.830)
H (1.862, -2.328, 1.827)
H (2.980, -4.893, -4.252)
H (3.149, -4.412, 1.565)
H (-3.872, -5.391, -3.604)
H (-0.228, -0.672, -4.490)
H (3.310, -6.045, -2.965)
H (-5.480, 1.745, 1.392)
H (4.877, 1.744, -0.603)
H (1.863, 2.245, 3.835)
H (-2.934, -3.947, -3.967)
H (-3.682, -4.136, -2.386)
H (-4.016, 6.838, 3.429)
H (1.018, -0.168, -3.379)
H (-3.170, 8.143, 2.605)
H (-2.139, -0.814, 0.574)
H (0.731, 5.409, 0.209)
H (-3.997, -2.553, 0.295)
H (2.991, 4.767, 0.994)
H (3.482, -1.996, 0.155)
H (0.044, -2.884, -4.095)
H (0.710, -1.051, -0.363)
H (-4.178, 3.685, 0.504)
H (0.452, 2.227, -2.841)
H (2.456, -2.806, -1.128)
H (4.570, -5.638, -4.125)
H (1.933, -0.509, -1.543)
H (1.872, -0.162, 1.528)
H (-4.749, -1.886, 3.575)
H (1.965, -4.967, 0.298)
H (0.029, -2.647, -2.338)
H (0.429, 3.059, 3.207)
H (3.321, 0.100, 0.608)
H (-6.925, -1.200, 1.512)
H (-2.350, 7.211, 3.853)
H (0.587, -2.851, 0.735)
H (5.123, 4.223, 0.864)
H (1.480, -4.776, 1.963)
H (1.547, -2.425, -3.301)



(4)
ORCA calculation (ωB97M-V/def2-TZVPD) on an isolated molecule of C5H14N2O2.

Values from the calculation:
Multiplicity   1
Largest force on an atom   0.01933 Eh/bohr
M   134.18 g/mol
Gap between HOMO and LUMO   10.12 eV
Highest occupied orbital energy   -9.44 eV
SMILES string   C[C@@H](O)[C@](C)(N)[C@H](N)O
Charge   0
Energy above the lowest of the compared OMol25 structures with the same formula, charge and spin   24.8 kcal/mol

Geometry (Å):
O (-2.022, 0.877, -1.066)
O (0.071, -1.826, 1.029)
N (-2.138, -0.195, 0.957)
N (0.870, 0.861, 1.346)
C (-1.373, 0.769, 0.181)
C (1.897, -1.447, -0.448)
C (0.447, -1.076, -0.142)
C (0.800, 1.302, -1.044)
C (0.187, 0.457, 0.087)
H (2.055, -2.525, -0.327)
H (0.458, 0.958, -2.026)
H (1.895, 1.249, -1.047)
H (0.669, 0.146, 2.052)
H (-1.487, 1.746, 0.665)
H (2.166, -1.174, -1.472)
H (-0.181, -1.441, -0.962)
H (0.527, 2.358, -0.943)
H (-2.991, 0.285, 1.255)
H (-0.773, -1.439, 1.346)
H (2.595, -0.952, 0.236)
H (0.479, 1.731, 1.701)
H (-1.650, 0.216, -1.667)
H (-2.500, -0.881, 0.290)